(1)
Formula: C6H16ClN4O3S
Source: OMol25
Level of theory: ωB97M-V/def2-TZVPD

```
31
Properties=species:S:1:pos:R:3:forces:R:3:mulliken_charge:R:1
C -1.49092 -0.73834 1.02196 1.01 0.93 -0.48 -1.371
C -2.16446 -0.08603 -0.23101 -0.70 -2.19 -0.75 -0.292
C -0.42005 -1.71643 0.66657 0.12 -3.61 -1.54 0.188
C -2.59471 2.26355 -0.02353 -0.08 1.14 -0.41 0.002
C 1.57137 -2.11112 -0.57137 2.83 -2.19 -1.61 -0.822
C 2.99338 1.58287 -0.33166 -2.31 -0.24 -4.22 -1.184
N -1.92042 1.27206 -0.54287 1.74 1.19 0.57 -0.055
N -1.10823 -2.97410 0.27744 -1.03 1.01 0.83 -0.529
N -2.25797 3.50940 0.15521 3.63 -1.86 -0.89 -0.174
N 0.29570 -1.49808 -0.61350 1.84 -1.72 4.64 0.197
O 1.49232 0.45984 1.42878 -0.57 1.40 -0.82 -0.618
O 0.47409 2.42216 0.12265 0.82 0.08 0.80 -0.717
O 0.69899 0.28198 -0.86610 0.67 3.56 -0.89 -0.711
S 1.31718 1.23567 0.19796 0.16 -2.05 -0.41 1.262
Cl -3.99715 -0.36334 -0.06393 1.38 -0.05 -0.54 -0.191
H -1.01828 -0.06835 1.69249 0.20 1.51 0.36 0.454
H -2.14891 -1.28874 1.64349 -1.11 -0.43 0.23 0.657
H -1.70127 -0.53450 -1.17424 -1.34 -0.37 1.23 0.581
H 0.32181 -2.12968 1.49020 -1.35 1.92 -1.46 0.398
H -3.56961 2.08696 0.21323 -2.62 -1.04 0.69 0.446
H 2.26027 -1.89700 -1.44654 -0.86 0.95 1.05 0.266
H 2.14681 -1.86740 0.47045 -1.51 -0.48 -2.48 0.345
H 1.57279 -3.24406 -0.84361 -0.54 1.37 1.42 0.312
H 3.14202 1.79238 -1.45149 -0.93 -0.17 1.53 0.309
H 3.30747 2.40234 0.15823 1.18 2.72 2.03 0.471
H 3.55446 0.74466 -0.16406 1.35 -2.11 0.93 0.398
H -0.92577 1.34139 -0.89086 -1.05 0.54 0.51 0.373
H -0.46485 -3.73664 0.18196 -0.40 -0.44 -0.72 0.275
H -1.86089 -2.76699 -0.38705 0.67 -1.05 0.08 0.244
H -1.25888 3.61295 0.06127 0.45 0.72 -0.07 0.268
H -2.77498 4.32883 0.23685 -1.64 0.95 0.40 0.215
```
Positions in Å, forces in eV/Å.

Calculated values
Kohn-Sham gap (spin up / spin down) ... 8.83 / 6.27 eV
HOMO (spin up / spin down) ... -0.4343 / -0.4782 Eh
Multiplicity ... 3
Net charge ... +1
<S²> ... 2.01

=====

(2)
Formula: C5H9NO
Source: OMol25
Level of theory: ωB97M-V/def2-TZVPD

```
16
Properties=species:S:1:pos:R:3:forces:R:3:mulliken_charge:R:1
H 1.67425 0.06458 0.77946 0.12 -0.11 0.03 0.262
N 1.32031 -0.89160 0.88847 0.13 -0.05 -0.43 -0.671
C 1.04072 -1.35937 -0.25910 0.15 -0.03 0.23 0.005
C 1.23430 -0.69040 -1.59105 0.02 0.08 0.03 -0.877
H 0.59773 -2.36160 -0.29219 0.14 0.09 0.03 0.410
H 0.37196 -0.87185 -2.24095 0.12 -0.01 0.13 0.281
H 2.12430 -1.09962 -2.08543 -0.14 0.03 0.05 0.329
H 1.36133 0.39122 -1.47472 0.03 -0.17 0.02 0.240
C -1.67898 -0.23467 -0.12139 -0.91 0.99 0.44 -1.287
C -1.07485 0.71567 0.56604 0.19 -0.05 0.51 0.906
C -0.76268 1.56860 1.65101 0.23 -0.01 0.65 -0.288
O -0.28419 1.76251 0.26790 -0.32 0.23 -0.12 -0.399
H -2.21116 -0.99124 0.43981 -0.29 0.18 -0.20 0.268
H -2.14778 0.43844 -0.83203 -0.09 -1.19 -1.75 0.298
H -1.48744 2.34298 1.90086 0.10 -0.33 0.29 0.253
H -0.07782 1.21635 2.40333 0.52 0.35 0.09 0.269
```
Positions in Å, forces in eV/Å.

Calculated values
Kohn-Sham gap ... 9.76 eV
HOMO ... -0.3231 Eh
Relative energy (zero: lowest compared OMol25 entry of this formula, charge and spin) ... 112.6 kcal per mole
SMILES string ... [H]/N=C\C.C=C1CO1